Density functional theory data (ωB97M-V/def2-TZVPD) for an isolated molecule of C20H16Cl2N2O3.

Each line ends with the Mulliken charge.
Positions of all 43 atoms, in Å:
1 O 3.30179 -0.68688 0.10258  -0.5455
2 Cl -6.70579 0.73111 1.80322  -0.2092
3 Cl 0.62801 2.25383 5.50295  -0.2061
4 N -0.04308 -0.87400 -2.54833  -0.5500
5 N -1.18629 -0.56732 -1.90018  -0.5892
6 O 3.63784 -3.31863 -2.47051  -0.5574
7 O 2.26237 -0.91109 -2.81698  -0.4835
8 C 2.66123 0.22170 -0.39366  0.4406
9 C 1.15472 -0.65783 -2.01855  0.4173
10 C -1.18564 -0.00670 -0.67419  0.3580
11 C -4.87369 0.80812 -0.24527  -0.5274
12 C -4.12777 -0.13173 1.83110  -0.6632
13 C -0.24415 2.50690 2.90608  -0.8370
14 C 0.97775 0.49888 3.50286  -0.7785
15 C -3.58626 0.65416 -0.80820  -0.5464
16 C -2.82594 -0.26981 1.27516  -0.0724
17 C -0.30729 2.03247 1.58178  -0.0550
18 C 0.87344 0.03747 2.20653  -0.0664
19 C -5.15569 0.44929 1.07273  0.2316
20 C 0.48074 1.75586 3.85634  0.3365
21 C 1.29535 -0.04870 -0.81098  0.1847
22 C -2.52216 0.19065 -0.03387  0.0789
23 C 0.24467 0.80103 1.24223  0.6767
24 C 0.10332 0.26555 -0.10092  0.2334
25 C 3.15674 1.61840 -0.13484  -1.3012
26 C 2.37809 -3.34202 -3.13637  -0.3748
27 C 2.13891 -1.95500 -3.79874  -0.4610
28 H 3.69065 -2.51953 -1.87922  0.3643
29 H -5.64458 1.21117 -0.87657  0.4140
30 H -4.29734 -0.48642 2.84808  0.3973
31 H -0.66082 3.51247 3.10316  0.3639
32 H 1.49906 -0.15680 4.24996  0.3354
33 H -3.41216 0.94095 -1.86479  0.3615
34 H -2.06063 -0.75985 1.90842  0.3500
35 H -0.86937 2.62041 0.85622  0.4605
36 H 1.37715 -0.90208 1.93987  0.5392
37 H 2.67807 2.30479 -0.80781  0.3556
38 H 4.22176 1.66996 -0.33446  0.4233
39 H 2.93539 1.91749 0.91310  0.2226
40 H 2.32815 -4.14568 -3.87811  0.3683
41 H 1.61822 -3.54628 -2.34736  0.2370
42 H 1.16077 -1.90438 -4.28081  0.3733
43 H 2.90448 -1.81191 -4.54168  0.3007

Output
HOMO   -9.059 eV
HOMO-LUMO gap   8.589 eV
Structure (SMILES)   CC(=O)c1c(OCCO)nnc(-c2ccc(Cl)cc2)c1-c1ccc(Cl)cc1
Relative energy (zero: lowest compared OMol25 entry of this formula, charge and spin)   0.0000 eV
Calculated total energy   -2027.29579 a.u.